C16H29ClLaNTl as an isolated structure at a distorted geometry, computed with wB97M-V/def2-TZVPD.

Charge = -1
HOMO level = -2.54 eV
Orbital gap = 4.91 eV
E = -1345.57828 a.u.

Atoms and positions in Å:
H (2.49, -1.07, 2.31)
H (-0.58, 3.35, 4.06)
H (3.08, -1.20, 0.66)
H (-2.04, 4.39, 2.01)
H (-3.18, -0.73, -0.85)
H (0.74, -0.57, 3.21)
Tl (-0.72, -0.20, -1.47)
H (1.94, -2.34, -1.12)
H (-0.66, -2.16, -5.65)
H (0.47, -3.60, 1.98)
Cl (0.48, -1.58, -2.87)
H (-2.20, -2.24, -0.69)
C (0.38, 0.36, 2.79)
C (2.41, -1.67, 1.39)
H (0.65, 0.04, 5.40)
H (-0.92, -2.87, 1.17)
C (-1.12, -1.17, -5.62)
C (-0.30, 1.83, 1.02)
C (-2.22, -1.16, -0.50)
H (-1.04, -0.70, -6.60)
C (0.99, -1.83, 0.79)
H (-0.97, 1.89, -2.93)
C (-1.35, 0.90, -3.12)
H (-2.16, -1.25, -5.34)
C (1.21, -2.76, -0.42)
C (-0.56, 2.83, 1.96)
H (1.02, 1.77, 5.64)
H (-2.37, 0.80, -3.43)
C (-0.37, 2.58, 3.32)
H (-0.33, 4.96, 1.88)
C (0.02, -2.63, 1.70)
C (0.10, 1.34, 3.74)
H (-2.07, -0.95, 0.57)
H (2.45, 0.28, -4.48)
H (1.71, 1.79, -3.90)
H (1.63, -3.74, -0.09)
C (0.29, 1.06, 5.21)
La (-0.13, 0.05, -4.40)
C (1.62, 0.96, -4.60)
H (-0.46, 2.07, -0.03)
H (0.25, -3.02, -0.91)
C (-1.05, 4.19, 1.54)
H (-1.16, 4.26, 0.45)
N (0.43, -0.47, 0.41)
H (-0.31, -2.17, 2.65)
H (1.60, 1.34, -5.62)
H (-0.68, 1.18, 5.74)
H (2.83, -2.67, 1.65)
C (0.18, 0.55, 1.39)